44
Properties=species:S:1:pos:R:3 method="wB97M-V/def2-TZVPD" energy_ha=-3242.87110 homo_energy_ev="0.78 / 0.90" charge=-2 lumo_ev="4.749 / 4.783" multiplicity=4 gap_ev="4.0 / 3.9"
C -0.66523 -1.51337 -2.03655
C -1.05158 -2.22629 -0.85979
C 0.13481 -2.57211 -0.15217
C -2.42073 -2.58330 -0.45212
C 1.24923 -2.11179 -0.90884
C 0.75531 -1.45661 -2.07042
C 1.56620 -0.82185 -3.12558
C -1.56916 -0.92880 -3.04855
C 0.19083 -3.33194 1.11262
C 2.67128 -2.31791 -0.57190
Mn -0.30174 1.10508 -0.10048
Cl -1.87756 -0.27422 2.19274
Cl -2.44357 1.32844 -0.42964
O 1.53389 1.08370 0.16115
H -3.15438 -2.17686 -1.15157
H -2.64824 -2.18084 0.54572
H -2.54660 -3.67548 -0.40746
H -0.61038 -3.02350 1.79482
H 1.15038 -3.17531 1.61388
H 0.08057 -4.41219 0.93133
H 2.82900 -2.30287 0.51621
H 3.29359 -1.53882 -1.02775
H 3.03303 -3.29714 -0.94234
H 2.56172 -0.57582 -2.74488
H 1.08777 0.10215 -3.45865
H 1.69029 -1.49655 -3.99047
H -2.57192 -0.77746 -2.64000
H -1.65085 -1.58412 -3.93081
H -1.18264 0.04803 -3.36463
H 1.93518 0.55658 0.87459
O 0.11149 1.76306 -1.94864
H 1.03550 2.08505 -1.96774
S 0.03851 0.47958 2.25362
C -0.16311 2.19779 2.59310
C -1.40318 2.84746 2.65978
C -1.43108 4.23594 2.64958
C -0.23899 4.96814 2.65092
C 1.00024 4.30679 2.70615
C 1.04265 2.92037 2.70276
H -2.31684 2.26658 2.65086
H -2.39258 4.75710 2.63964
H -0.26227 6.06103 2.61838
H 1.93035 4.86899 2.74606
H 1.98085 2.37327 2.71706

***

54
Properties=species:S:1:pos:R:3 method="wB97M-V/def2-TZVPD" energy_ha=-2126.91702 homo_energy_ev=-15.05 charge=+2 de_lowest_kcal_mol=0.0 lumo_ev=-5.386 gap_ev=9.7
Hf -0.43985 0.73075 0.32254
C -4.42408 -0.22203 -3.18616
N -3.37448 0.63732 -2.68231
C -3.33025 1.99811 -3.19093
C -2.47472 0.23018 -1.82277
O -1.60788 1.01267 -1.33468
C -2.38542 -1.23732 -1.39956
O -1.18869 -1.40762 -0.63834
C -0.11335 -2.10835 -1.24650
C 1.06293 -1.14617 -1.45230
O 0.87987 0.06991 -1.15394
N 2.20910 -1.60322 -1.90002
C 3.37330 -0.73897 -1.97641
C 2.45707 -2.97078 -2.30667
H -5.23319 0.39390 -3.57313
H -4.83235 -0.85408 -2.39998
H -4.05318 -0.84732 -3.99959
H -3.60525 1.98970 -4.24328
H -2.32243 2.39871 -3.08665
H -4.02309 2.64157 -2.64760
H -2.40556 -1.90489 -2.26988
H -3.21649 -1.49952 -0.73237
H -0.41868 -2.56683 -2.19379
H 0.18780 -2.89514 -0.54113
H 3.11987 0.25859 -1.62409
H 3.72707 -0.68189 -3.00576
H 4.17187 -1.15420 -1.36043
H 1.54490 -3.50718 -2.54299
H 2.99259 -3.50978 -1.52426
H 3.08561 -2.96227 -3.19691
F 3.02631 0.07072 6.08698
C 2.44357 -0.11899 4.91747
C 1.15598 -0.51113 4.85113
N 0.52327 -0.73055 3.64400
C -0.93029 -0.82268 3.55368
C -1.29603 0.15226 2.43059
O -0.65860 1.22846 2.38584
O -2.00917 -0.17141 1.45013
C 1.20379 -0.56166 2.48305
O 0.66081 -0.78203 1.36211
N 2.49130 -0.19265 2.55095
C 3.24393 0.14075 3.71303
O 4.35168 0.56159 3.61387
H 0.57681 -0.67718 5.74814
H -1.36828 -0.50734 4.50420
H -1.26590 -1.83599 3.31164
H 2.95370 -0.00708 1.66332
Cl -0.15938 5.52715 0.62217
C 1.11042 4.29234 0.76638
C 0.53944 2.92440 0.55912
O 1.25425 1.88012 0.70069
O -0.66096 2.74527 0.23483
H 1.57953 4.36498 1.75046
H 1.87078 4.48682 0.00610

***

44
Properties=species:S:1:pos:R:3 method="wB97M-V/def2-TZVPD" energy_ha=-4223.39793 homo_energy_ev="1.21 / 0.75" charge=-2 lumo_ev="4.868 / 4.867" multiplicity=5 gap_ev="3.7 / 4.1"
Fe 0.28337 0.12011 0.79691
C 4.14774 0.60623 -1.03718
C 2.81770 -0.01824 -0.67730
O 2.31751 0.37742 0.45246
C 2.25857 -0.94454 -1.50257
C 0.90927 -1.47225 -1.19056
C 0.77198 -2.82788 -0.53071
N -0.19078 -0.86693 -1.47292
N -0.15068 0.24670 -2.31127
C -0.29116 1.38730 -1.72215
O -0.32974 1.63673 -0.46580
C -0.41306 2.57194 -2.65238
C -0.55242 2.41659 -4.02816
C -0.65403 3.52431 -4.85886
C -0.62159 4.80772 -4.32419
C -0.49481 4.96821 -2.95277
C -0.39464 3.85520 -2.12212
H 4.00596 1.68050 -1.18298
H 4.85116 0.47507 -0.21057
H 4.57018 0.17587 -1.94778
H 2.75049 -1.26013 -2.41585
H 1.65136 -3.43465 -0.75720
H 0.70614 -2.71224 0.55499
H -0.13215 -3.33098 -0.87685
H -0.57461 1.40972 -4.42398
H -0.76272 3.38720 -5.92933
H -0.69299 5.67303 -4.97400
H -0.47770 5.96443 -2.52436
H -0.30137 3.94979 -1.04776
C -3.02768 -1.24946 4.43506
Ge -1.38655 -1.79012 3.41470
C -0.41711 -2.77536 4.87131
C -2.08763 -3.30842 2.34208
C -0.49814 -0.50110 2.46399
H -3.43922 -2.09243 5.00486
H -3.78561 -0.89356 3.73203
H -2.80255 -0.43407 5.12922
H -1.08587 -3.47709 5.38663
H -0.01028 -2.07369 5.60569
H 0.41829 -3.33331 4.43952
H -2.59253 -4.02681 2.99719
H -1.27997 -3.82398 1.81586
H -2.80265 -2.95001 1.59771
H -0.20950 0.36316 3.09943

***

44
Properties=species:S:1:pos:R:3 method="wB97M-V/def2-TZVPD" energy_ha=-1501.21488 homo_energy_ev=-11.25 charge=+1 lumo_ev=-4.415 gap_ev=6.8
O 1.67657 2.35245 -1.18253
P 1.59332 0.93636 -1.97305
I 0.28997 -0.37800 -0.38859
N 0.52488 1.22928 -3.34384
C -0.70890 1.82475 -3.25576
N -1.86219 1.20018 -3.60394
C -2.72020 0.91229 -2.39759
C -2.69145 2.01568 -1.32403
C -1.65249 3.14425 -1.49830
N -0.86317 3.06410 -2.77468
H 2.20652 2.96562 -1.70841
H 0.81595 0.87935 -4.24495
H -1.58795 0.31801 -4.02322
H -2.45935 -0.05014 -1.97601
H -3.73721 0.80996 -2.75312
H -2.48718 1.53442 -0.37411
H -3.67117 2.46315 -1.23793
H -2.17285 4.09323 -1.50184
H -0.98273 3.18458 -0.64892
H 0.05399 3.47901 -2.67358
C -2.84939 0.49466 3.00333
C -1.50729 0.84803 2.97615
C -0.90839 1.39736 4.10092
C -1.65177 1.58594 5.25673
C -2.99301 1.23005 5.28535
C -3.59338 0.68767 4.15833
H -3.31727 0.06660 2.12471
H -0.92731 0.69498 2.07467
H 0.13691 1.67732 4.07768
H -1.18569 2.00984 6.13607
H -3.57117 1.37560 6.18790
H -4.63988 0.41407 4.18093
C 4.05942 -4.97788 -1.57326
C 4.88749 -5.05868 -0.46268
C 4.78486 -4.11764 0.55193
C 3.84783 -3.09875 0.45996
C 3.01774 -3.01977 -0.64923
C 3.12536 -3.95669 -1.66767
H 4.14214 -5.71114 -2.36447
H 5.61414 -5.85651 -0.38783
H 5.43468 -4.17900 1.41466
H 3.76480 -2.36703 1.25396
H 2.28474 -2.22454 -0.71856
H 2.48009 -3.89301 -2.53520

***

44
Properties=species:S:1:pos:R:3 method="wB97M-V/def2-TZVPD" energy_ha=-1355.71373 homo_energy_ev=-8.41 charge=0 de_lowest_kcal_mol=414.1 lumo_ev=0.148 gap_ev=8.6
O -0.85486 1.51113 1.21262
C -0.70013 1.70786 -0.06741
N 0.36935 1.48788 -0.85633
H 0.20275 1.45691 -1.85706
C 1.39885 0.52686 -0.45123
C 1.27703 -0.84085 -0.72651
H 0.99892 -0.87051 -1.67932
H 0.49114 -1.23239 -0.37988
C 2.55963 -1.54108 -0.70078
H 2.48686 -2.58130 -1.09523
C 2.98386 -1.64075 0.85235
C 3.34853 -0.52943 1.57135
H 2.59076 -0.29522 1.93575
H 4.00003 -0.92525 2.58678
C 4.35020 0.36653 0.82871
H 4.80999 -0.13531 0.25541
C 3.68443 1.48031 0.50974
C 2.61284 1.41160 -0.60737
H 2.45658 2.57402 -1.07446
H 3.10606 1.03336 -1.42235
H 4.36967 2.34070 0.02982
H 3.01189 2.20321 1.45438
H 5.12361 0.83049 1.71378
H 3.83045 -2.47582 0.96144
H 2.23244 -2.18932 1.11155
H 3.51245 -1.06311 -1.15445
H 1.24644 0.56082 0.78153
C -1.91553 2.61084 -0.85588
H -2.01755 2.19120 -1.77727
H -1.81800 3.48325 -0.58947
S -3.58213 2.13532 -0.19659
C -3.54603 0.28623 -0.50079
N -2.42994 -0.13642 -1.00115
C -2.38880 -1.60787 -1.21020
C -3.33833 -2.45743 -0.71782
C -4.37472 -1.69375 -0.02454
C -4.51520 -0.51648 -0.05800
C -5.68729 0.11838 1.04752
O -5.85289 1.34038 0.88701
O -6.68780 -0.64318 1.38388
H -7.21134 -0.36027 1.87869
H -5.32652 -2.47829 0.55325
H -3.26868 -3.49184 -0.84771
H -1.53900 -1.95145 -1.70377

***

43
Properties=species:S:1:pos:R:3 method="wB97M-V/def2-TZVPD" energy_ha=-916.66680 homo_energy_ev=-8.21 charge=0 de_lowest_kcal_mol=327.8 lumo_ev=0.259 gap_ev=8.5
C 0.63904 -2.72086 0.19035
C 1.64713 -1.59263 -0.18075
N 2.92932 -1.46379 0.14363
N 3.27456 -0.41579 -0.26698
N 2.33948 0.18874 -0.98933
C 1.15050 -0.44632 -0.77224
C -0.17085 -0.01229 -1.23823
N -1.12507 0.28845 -0.51287
C -2.22805 -0.53018 -0.40296
O -2.31197 -1.51037 -1.10386
C -3.18560 -0.03291 0.84500
H -2.71505 0.44336 1.49233
H -3.43438 -1.35837 1.14988
C -4.35040 0.63420 0.38031
C -3.95422 1.76903 -0.57526
H -4.88838 2.33877 -0.59874
H -3.25114 2.25600 0.19866
H -3.46099 1.44609 -1.27749
C -5.07218 1.08976 1.50632
H -6.11670 1.53756 1.37829
H -4.64606 1.66066 2.10041
H -5.57284 0.21693 2.32957
C -5.23859 -0.24285 -0.48281
H -4.70395 -0.72435 -1.17503
H -6.06316 0.37531 -1.20659
H -5.55573 -1.15887 0.03264
H -0.95598 0.80630 0.29434
H -0.42838 -0.46015 -2.14940
H 0.00818 1.03162 -1.80281
C 4.57250 -0.01684 0.00879
C 4.95496 1.37863 -0.57844
C 6.22432 1.63743 -0.47351
C 7.18769 0.86555 0.31231
C 6.72208 -0.54248 0.73051
C 5.40276 -0.89018 0.58309
H 5.13351 -1.58158 0.96584
H 7.47332 -1.06083 1.07775
H 8.17903 1.15945 0.69639
H 6.55935 2.67267 -0.69036
H 4.11075 2.03000 -0.92858
H -0.16351 -2.80403 -0.43420
H 0.99786 -3.58425 0.27913
H 0.08684 -2.67658 1.14490

***

45
Properties=species:S:1:pos:R:3 method="wB97M-V/def2-TZVPD" energy_ha=-1390.60106 homo_energy_ev=-9.30 charge=0 de_lowest_kcal_mol=25.6 lumo_ev=0.633 gap_ev=9.9
C 1.80921 1.11944 -4.49897
C 1.74254 1.62098 -3.06465
C 0.95798 0.69558 -2.10972
C -0.50040 0.50284 -2.55802
C 1.62550 -0.61271 -2.04192
N 2.16579 -1.62429 -1.96820
C 0.92336 1.36694 -0.72004
O 0.52732 2.51191 -0.62146
N 1.33151 0.63319 0.33940
C 1.28003 1.17670 1.69205
C 2.32834 0.54886 2.57561
C 3.62332 0.83021 2.50718
C 4.24669 1.80795 1.54596
N 5.61957 1.45666 1.17233
C 5.91477 0.19310 0.68160
O 6.81958 -0.47348 1.12822
C 5.02553 -0.28989 -0.44738
C 5.17228 0.50196 -1.71355
C 5.11738 0.01246 -2.98498
C 5.26239 1.05091 -3.94704
C 5.29757 0.83779 -5.42816
N 5.40230 2.25820 -3.45175
S 5.39875 2.19704 -1.80725
H 2.44845 1.77758 -5.08686
H 2.23138 0.11304 -4.54975
H 0.82774 1.10240 -4.97340
H 2.75289 1.74807 -2.66967
H 1.25687 2.59526 -3.01203
H -1.05153 -0.10254 -1.83824
H -0.97075 1.48232 -2.62745
H -0.54469 0.00834 -3.52609
H 1.58888 -0.33295 0.21366
H 1.42066 2.25372 1.60391
H 0.28639 1.02618 2.11868
H 1.98852 -0.16910 3.31303
H 4.31003 0.33232 3.18567
H 3.63862 1.91443 0.64591
H 4.29062 2.80178 1.99649
H 6.29125 1.69366 1.89242
H 5.27000 -1.33193 -0.63815
H 3.98342 -0.25556 -0.11644
H 4.97453 -1.03213 -3.22272
H 4.49798 0.16914 -5.74794
H 5.19847 1.79046 -5.94374
H 6.24546 0.38340 -5.72220

***

45
Properties=species:S:1:pos:R:3 method="wB97M-V/def2-TZVPD" energy_ha=-1390.60758 smiles="CCOc1ccc2nc(NC(=O)CN3CCN(C)CC3)sc2c1" homo_energy_ev=-7.72 charge=0 de_lowest_kcal_mol=21.5 lumo_ev=0.827 gap_ev=8.5
C 8.62910 0.19712 -0.44271
C 7.26265 0.74411 -0.05983
O 6.31606 -0.28302 -0.27672
C 5.00379 -0.04749 -0.00952
C 4.49574 1.16166 0.47810
C 3.14651 1.31754 0.72296
C 2.27871 0.26096 0.48292
N 0.92468 0.26809 0.67726
C 0.40988 -0.86315 0.36247
N -0.92669 -1.12921 0.46329
C -1.49188 -2.31264 0.09432
O -0.85104 -3.24690 -0.33009
C -2.99705 -2.33026 0.31182
N -3.54133 -0.98775 0.25500
C -3.64687 -0.50722 -1.11462
C -4.06466 0.95830 -1.10863
N -5.34990 1.09372 -0.45073
C -5.84678 2.45022 -0.50638
C -5.24924 0.60811 0.91164
C -4.83287 -0.85913 0.90738
S 1.50639 -2.11320 -0.22493
C 2.79732 -0.95798 -0.00947
C 4.14428 -1.11663 -0.25519
H 9.38841 0.95919 -0.29214
H 8.62737 -0.10566 -1.48609
H 8.86534 -0.66964 0.16820
H 7.25831 1.04612 0.99696
H 7.01888 1.62009 -0.67734
H 5.15593 1.99235 0.67012
H 2.75690 2.24988 1.09887
H -1.55253 -0.39252 0.77425
H -3.45004 -3.02124 -0.41646
H -3.16816 -2.74340 1.31121
H -2.67710 -0.61355 -1.60602
H -4.39234 -1.09017 -1.68033
H -4.15927 1.31325 -2.13711
H -3.28470 1.55676 -0.60252
H -6.83044 2.48752 -0.04074
H -5.94316 2.75021 -1.54865
H -5.18682 3.16750 0.00664
H -6.22581 0.70654 1.39091
H -4.51217 1.19012 1.49503
H -4.74530 -1.21602 1.93640
H -5.60693 -1.44974 0.39099
H 4.54683 -2.04282 -0.63051

***

45
Properties=species:S:1:pos:R:3 method="wB97M-V/def2-TZVPD" energy_ha=-1766.12399 homo_energy_ev="-7.07 / -7.16" charge=0 de_lowest_kcal_mol=33.5 lumo_ev="-0.370 / -0.586" gap_ev="6.7 / 6.6"
Pd 0.20908 -0.13480 -0.14346
C 1.22325 -0.27364 2.60033
N -0.12529 -0.01442 2.03948
C -1.05784 -1.13188 2.37625
C -2.09104 -1.38807 1.30079
N -1.44490 -1.73232 0.03927
C -0.79190 -3.05635 0.06518
C -2.26254 -1.59574 -1.14821
C -3.61828 -1.88366 -1.12517
C -4.38074 -1.79104 -2.28245
C -3.77022 -1.41531 -3.46761
C -2.41460 -1.10964 -3.48547
C -1.64042 -1.18294 -2.32974
S 0.07987 -0.73914 -2.39115
C -0.65511 1.27495 2.49229
C -0.73379 1.52879 3.85984
C -1.24205 2.72538 4.32786
C -1.68721 3.67028 3.40732
C -1.61517 3.41311 2.05181
C -1.09014 2.20725 1.56074
S -1.02617 1.94284 -0.17102
H 1.19170 -0.42791 3.68308
H 1.87289 0.56750 2.38177
H 1.64251 -1.16030 2.13061
H -1.59010 -0.89196 3.29777
H -0.46773 -2.02667 2.56875
H -2.67464 -0.48058 1.14277
H -2.76439 -2.18407 1.64580
H -1.50456 -3.84019 0.35462
H 0.04367 -3.06313 0.75959
H -0.40639 -3.27258 -0.92709
H -4.09173 -2.18356 -0.19802
H -5.43972 -2.01403 -2.25147
H -4.35264 -1.33379 -4.37668
H -1.93891 -0.77776 -4.40071
H -0.39576 0.77962 4.56734
H -1.28812 2.92066 5.39179
H -2.09378 4.61330 3.75221
H -1.96391 4.14712 1.33618
N 3.71819 0.43436 0.45606
N 2.63139 0.11838 -0.41183
H 4.27075 1.19702 0.08042
H 4.31113 -0.38111 0.53153
H 2.88992 0.02352 -1.38742
H 1.95763 0.87777 -0.34844

***

51
Properties=species:S:1:pos:R:3 method="wB97M-V/def2-TZVPD" energy_ha=-2633.07468 homo_energy_ev=-10.69 charge=+1 lumo_ev=-9.106 gap_ev=1.6
C -3.23389 1.98668 -2.22787
O -2.64860 1.16409 -3.23123
C -2.50174 -0.17669 -2.82028
C -1.19781 -0.32956 -2.05567
C -1.21785 -0.25291 -0.69315
C -0.06318 -0.37013 0.10205
N -0.19934 -0.23798 1.44373
C 0.93827 -0.33182 2.08144
C 0.89998 -0.15005 3.58511
C -0.40162 -0.71482 4.16080
C -1.71591 -0.01346 3.95873
N -0.41799 -1.77009 4.85292
C 2.18587 -0.59071 1.44696
P 3.73986 -0.70653 2.38848
O 3.84060 0.38279 3.35937
O 3.84279 -2.16031 2.99321
O 4.92058 -0.59460 1.33083
N 2.29769 -0.72138 0.15326
C 1.14797 -0.58685 -0.54572
C 1.19933 -0.68095 -1.96285
N 2.46134 -0.92090 -2.51883
C 0.03993 -0.53718 -2.71418
C 0.11154 -0.59085 -4.22988
C 0.34827 0.82456 -4.75477
C 1.32497 1.77394 -4.08507
N -0.33018 1.19916 -5.75198
H -3.29215 1.49255 -1.26092
H -2.64806 2.89377 -2.08964
H -4.23278 2.26594 -2.56089
H -2.44794 -0.82751 -3.68805
H -3.34706 -0.52681 -2.22520
H -2.16160 -0.06944 -0.20048
H 1.70554 -0.66956 4.08651
H 0.88724 0.92463 3.77238
H -1.60948 1.03047 3.68217
H -2.27380 -0.07021 4.89220
H -2.28272 -0.56271 3.21229
H 0.51279 -2.17808 4.93325
H 4.67207 -2.26565 3.48065
H 4.75268 0.13032 0.71667
H 2.73051 -1.89411 -2.42340
H 2.47510 -0.71117 -3.50564
H -0.82953 -0.93335 -4.63586
H 0.92145 -1.25842 -4.51583
H 2.17461 1.27677 -3.62138
H 1.72538 2.47125 -4.81414
H 0.82272 2.31846 -3.28514
H -0.08030 2.16328 -5.96735
O -4.74744 -0.95626 8.48386
V -4.30518 -0.10250 7.15541
O -4.49295 1.16488 6.11312

***

Values for largest force on an atom, eV/Å, ordered as above
2.79 2.21 0.69 2.43 20.00 18.67 0.42 1.02 1.43 3.57